No. 1
# C9H14N3O4SbSe4V

A molecular structure, C9H14N3O4SbSe4V at a distorted geometry (ωB97M-V/def2-TZVPD, OMol25).

Positions of all 36 atoms, in Å:
V (0.5836, -0.2465, -0.8826)
C (-3.3466, 0.6060, -0.5183)
O (-2.0671, 0.8573, 0.0339)
C (-1.7588, 2.2171, 0.2456)
C (-0.3278, 2.3952, -0.1982)
O (0.5719, 1.4416, 0.3843)
C (0.7169, 1.4161, 1.8100)
C (-0.0293, 0.2098, 2.3520)
O (0.1258, -0.8337, 1.4039)
C (-0.4706, -2.0482, 1.8725)
H (-3.4845, 1.1608, -1.4486)
H (-3.3869, -0.4612, -0.7267)
H (-4.1371, 0.8696, 0.1930)
H (-2.3851, 2.8720, -0.3683)
H (-1.9067, 2.4878, 1.2986)
H (-0.2816, 2.1950, -1.2645)
H (0.0581, 3.4028, -0.0260)
H (1.7877, 1.3134, 1.9898)
H (0.3489, 2.3544, 2.2288)
H (0.4188, -0.0904, 3.3039)
H (-1.0967, 0.4055, 2.4978)
H (0.0612, -2.3931, 2.7628)
H (-1.5253, -1.8678, 2.1034)
H (-0.3880, -2.7893, 1.0895)
Se (2.9856, -3.6200, 3.1356)
Sb (3.4614, -2.2055, 1.2724)
Se (-0.7790, -1.9532, -1.7690)
Se (1.4452, -2.5253, -0.9357)
Se (3.8836, 0.0333, 2.0772)
O (1.2945, 0.7649, -2.3745)
N (1.5319, 0.4462, -3.6230)
C (0.5301, 0.5279, -4.4373)
C (-0.7715, 0.9897, -4.0297)
N (-1.7938, 1.3796, -3.6759)
C (0.7392, 0.2125, -5.8207)
N (0.8611, -0.0262, -6.9375)

Output
2S+1   3
HOMO (alpha / beta)   -4.118 / -4.161 eV
Energy relative to the best compared isomer or geometry (same formula, charge and spin)   81.2 kJ/mol
Net charge   -1
Maximum force   0.024 Eh/bohr
E_LUMO (alpha / beta)   1.5 / 1.8 eV
Gap between HOMO and LUMO (alpha / beta)   5.648 / 5.999 eV

---

No. 2
# C47H81N2O13PSi

7 unconnected molecules or ions with the total composition C47H81N2O13PSi (ωB97M-V/def2-TZVPD, OMol25).

Positions of all 145 atoms, in Å:
C (6.7127, -4.1006, 1.0850)
C (6.0906, -3.2438, 0.5236)
C (5.2986, -2.2650, -0.2235)
N (4.1090, -1.8068, 0.5038)
C (2.8942, -1.6610, -0.1880)
O (2.4428, -2.5218, -0.8965)
C (2.3191, -0.3422, 0.2026)
C (1.1731, 0.2910, -0.2546)
C (0.3494, -0.4012, -1.3104)
C (-0.9035, -1.1420, -0.7743)
C (-0.8857, -2.6519, -1.0612)
C (-0.4636, -3.4433, 0.1802)
N (-1.5911, -3.5407, 1.1071)
C (-2.4157, -4.7186, 0.8611)
C (-1.2276, -3.3852, 2.4660)
C (-2.3399, -2.9169, 3.3681)
O (-0.1080, -3.5609, 2.8671)
C (0.8384, 1.5345, 0.2980)
Si (-0.8230, 2.3762, -0.2068)
C (-1.1270, 2.3703, -2.0579)
C (-1.0498, 4.1548, 0.2999)
C (-2.2041, 1.4173, 0.6690)
C (1.7106, 2.1109, 1.2371)
O (1.3930, 3.3100, 1.7814)
C (1.9153, 4.5205, 1.1950)
C (2.9139, 4.3471, 0.0748)
C (2.8670, 1.4599, 1.7168)
P (3.9163, 2.2169, 3.0183)
O (3.7273, 3.6547, 3.2274)
O (3.6089, 1.3724, 4.3341)
O (5.4197, 1.8539, 2.6907)
C (3.1369, 0.2102, 1.1786)
C (4.2225, -0.7853, 1.4670)
O (5.0106, -0.7940, 2.3656)
H (7.1763, -4.7193, 1.8148)
H (4.9606, -2.7321, -1.1459)
H (5.9146, -1.4014, -0.4797)
H (0.9839, -1.1574, -1.7579)
H (0.0933, 0.2806, -2.1124)
H (-0.9696, -1.0154, 0.3049)
H (-1.7939, -0.7066, -1.2233)
H (-1.8875, -2.9844, -1.3357)
H (-0.2219, -2.8950, -1.8882)
H (0.3476, -2.9162, 0.6712)
H (-0.0709, -4.4251, -0.0970)
H (-2.9352, -4.6138, -0.0906)
H (-1.8271, -5.6389, 0.8241)
H (-3.1914, -4.7904, 1.6178)
H (-3.0899, -3.7014, 3.4572)
H (-1.9278, -2.6670, 4.3373)
H (-2.8378, -2.0667, 2.9091)
H (-0.2437, 2.5172, -2.6745)
H (-1.5954, 1.4295, -2.3469)
H (-1.8634, 3.1471, -2.2651)
H (-2.0930, 4.3947, 0.0887)
H (-0.8563, 4.3685, 1.3453)
H (-0.4643, 4.8135, -0.3415)
H (-2.8832, 0.9259, -0.0216)
H (-2.7650, 2.1254, 1.2781)
H (-1.7785, 0.6915, 1.3600)
H (2.3950, 5.0601, 2.0034)
H (1.0834, 5.1266, 0.8470)
H (3.2424, 5.3482, -0.2046)
H (2.4970, 3.8792, -0.8157)
H (3.8047, 3.8206, 0.4080)
H (2.9088, 1.8550, 4.7947)
H (5.5344, 1.4336, 1.8344)
C (-2.8073, -9.6724, 2.4659)
C (-2.1454, -9.5873, 1.0919)
C (-3.3574, -9.5084, 0.1723)
O (-4.3781, -8.8351, 0.9114)
C (-4.0024, -8.7457, 2.2861)
H (-2.1583, -9.3683, 3.2854)
H (-3.1454, -10.6928, 2.6581)
H (-1.5522, -8.6731, 1.0172)
H (-1.4977, -10.4319, 0.8631)
H (-3.7170, -10.5074, -0.0966)
H (-3.1616, -8.9539, -0.7462)
H (-3.7330, -7.7068, 2.5089)
H (-4.8540, -9.0213, 2.9088)
C (3.2438, -4.1687, -5.4269)
C (2.6811, -3.8854, -4.0349)
C (3.7067, -4.5710, -3.1446)
O (4.9596, -4.4782, -3.8322)
C (4.7429, -4.0563, -5.1789)
H (2.8921, -3.4790, -6.1929)
H (2.9861, -5.1837, -5.7370)
H (2.6721, -2.8100, -3.8415)
H (1.6721, -4.2653, -3.8814)
H (3.4616, -5.6287, -2.9971)
H (3.7951, -4.1019, -2.1691)
H (5.0826, -3.0196, -5.2836)
H (5.3361, -4.6815, -5.8472)
C (-2.9479, 9.3364, 0.6266)
C (-3.9557, 8.6885, 1.5743)
C (-4.0574, 7.2813, 1.0090)
O (-2.7779, 6.9879, 0.4356)
C (-1.9942, 8.1794, 0.3566)
H (-2.4455, 10.2076, 1.0445)
H (-3.4448, 9.6398, -0.2981)
H (-3.5468, 8.6550, 2.5869)
H (-4.9141, 9.1940, 1.6139)
H (-4.8157, 7.2219, 0.2197)
H (-4.2876, 6.5334, 1.7675)
H (-1.2041, 8.1317, 1.1144)
H (-1.5242, 8.2303, -0.6279)
C (-1.6704, 7.3097, -5.0603)
C (-1.4338, 7.4289, -3.5554)
C (-2.3871, 6.3740, -3.0096)
O (-2.4614, 5.3504, -4.0076)
C (-1.8659, 5.8075, -5.2215)
H (-0.8510, 7.6940, -5.6659)
H (-2.5815, 7.8425, -5.3408)
H (-0.4007, 7.1666, -3.3155)
H (-1.6340, 8.4224, -3.1566)
H (-3.3894, 6.7873, -2.8536)
H (-2.0492, 5.9348, -2.0696)
H (-0.9060, 5.2969, -5.3586)
H (-2.5173, 5.5469, -6.0563)
C (8.5298, -9.0857, -0.3580)
C (7.0807, -8.9156, -0.8109)
C (6.4826, -8.1426, 0.3571)
O (7.5392, -7.3423, 0.8881)
C (8.7896, -7.7548, 0.3358)
H (9.2253, -9.2766, -1.1738)
H (8.6075, -9.9079, 0.3568)
H (7.0402, -8.3144, -1.7216)
H (6.5656, -9.8562, -0.9999)
H (6.1252, -8.8199, 1.1406)
H (5.6602, -7.4901, 0.0617)
H (9.1267, -6.9960, -0.3788)
H (9.5254, -7.8256, 1.1377)
C (-8.7453, 7.5183, 3.7323)
C (-8.4766, 6.2982, 2.8551)
C (-7.4348, 6.8398, 1.8860)
O (-6.6877, 7.8277, 2.6051)
C (-7.3565, 8.1336, 3.8328)
H (-9.1682, 7.2755, 4.7056)
H (-9.4274, 8.2037, 3.2248)
H (-8.0513, 5.4908, 3.4549)
H (-9.3618, 5.9164, 2.3493)
H (-7.9066, 7.3177, 1.0208)
H (-6.7510, 6.0711, 1.5249)
H (-6.7879, 7.6972, 4.6608)
H (-7.3784, 9.2162, 3.9619)

Output
2S+1   1
HOMO   -9.142 eV
Maximum force   0.015 Eh/bohr
E_LUMO   -0.5 eV
Structure (SMILES)   C#CCN1C(=O)c2c(CCCCN(C)C(C)=O)c([Si](C)(C)C)c(OCC)c(P(=O)(O)O)c2C1=O.C1CCOC1.C1CCOC1.C1CCOC1.C1CCOC1.C1CCOC1.C1CCOC1
Gap between HOMO and LUMO   8.662 eV

---

No. 3
# C5H7NO

A molecular structure, C5H7NO (ωB97M-V/def2-TZVPD, OMol25).

Positions of all 14 atoms, in Å:
C (0.6918, 0.8639, 1.4083)
N (-0.0166, 0.2169, 0.3185)
C (-0.8264, 0.8041, -0.5846)
C (-1.1195, -0.2467, -1.5653)
C (-0.4839, -1.4898, -1.2225)
C (0.1539, -1.1060, -0.0683)
O (0.9851, -1.8155, 0.7372)
H (1.7711, 0.8246, 1.2373)
H (0.4677, 0.3458, 2.3431)
H (0.3696, 1.9044, 1.4829)
H (-1.1939, 1.8174, -0.4852)
H (-1.8776, -0.0892, -2.3313)
H (-0.2561, 0.6352, -1.8354)
H (1.0323, -2.6845, 0.3114)

Output
2S+1   1
HOMO   -7.587 eV
Energy relative to the best compared isomer or geometry (same formula, charge and spin)   411.9 kJ/mol
Maximum force   0.009 Eh/bohr
E_LUMO   0.7 eV
Gap between HOMO and LUMO   8.247 eV

---

No. 4
# CH3OP

A single CH3OP molecule at a distorted geometry (ωB97M-V/def2-TZVPD, OMol25).

Positions of all 6 atoms, in Å:
C (1.3186, 0.0799, -0.3164)
O (2.3644, 0.3218, 0.1878)
P (-0.5092, 0.8625, -0.0855)
H (1.1857, -0.4374, -1.3471)
H (-0.9534, -0.5299, -0.2996)
H (-0.6708, 1.0727, 1.3427)

Output
2S+1   1
HOMO   -9.416 eV
Energy relative to the best compared isomer or geometry (same formula, charge and spin)   118.9 kJ/mol
Maximum force   0.052 Eh/bohr
E_LUMO   0.5 eV
Structure (SMILES)   O=CP
Gap between HOMO and LUMO   9.961 eV

---

No. 5
# C5H11NO2

A single C5H11NO2 molecule at a distorted geometry (ωB97M-V/def2-TZVPD, OMol25).

Positions of all 19 atoms, in Å:
C (-0.0344, -0.5217, 0.6198)
C (-0.4034, 0.8664, 0.0564)
C (-0.1465, 2.0286, 1.0404)
C (-1.8348, 0.9138, -0.5531)
N (1.1985, -0.9228, -0.1619)
C (1.4594, -2.2915, -0.4694)
O (2.2467, -2.5402, -1.4929)
O (0.6668, -3.1144, -0.0271)
H (0.3547, -0.4616, 1.6458)
H (-0.8634, -1.2405, 0.2678)
H (0.2193, 1.0552, -0.8673)
H (-0.2235, 1.5421, 2.0949)
H (-0.8559, 2.9354, 0.8296)
H (0.7989, 2.5375, 1.0880)
H (-2.1091, 0.5860, -1.5486)
H (-2.1690, 2.0016, -0.5458)
H (-2.7307, 0.3697, 0.0220)
H (1.9348, -0.3035, -0.3302)
H (2.4913, -3.4400, -1.6685)

Output
2S+1   1
HOMO   -9.433 eV
Energy relative to the best compared isomer or geometry (same formula, charge and spin)   177.6 kJ/mol
Maximum force   0.096 Eh/bohr
E_LUMO   0.8 eV
Structure (SMILES)   CC(C)CNC(=O)O
Gap between HOMO and LUMO   10.188 eV

---

No. 6
# C5H7N

A single C5H7N molecule (ωB97M-V/def2-TZVPD, OMol25).

Positions of all 13 atoms, in Å:
N (0.7183, 1.3474, -0.6965)
C (-0.4632, 1.2627, -1.0140)
C (-1.3069, 0.1613, -0.4052)
C (-0.6799, -0.5743, 0.7484)
C (1.9615, 1.4520, -0.4589)
C (-0.4045, -1.8742, 0.7571)
H (-1.5321, -0.5310, -1.2267)
H (-2.2688, 0.6026, -0.1196)
H (-0.4177, 0.0336, 1.6153)
H (2.3056, 2.0866, 0.3503)
H (2.6665, 0.8995, -1.0709)
H (-0.6388, -2.5120, -0.0937)
H (0.0600, -2.3542, 1.6145)

Output
2S+1   1
HOMO   -7.996 eV
Energy relative to the best compared isomer or geometry (same formula, charge and spin)   304.1 kJ/mol
Maximum force   0.011 Eh/bohr
E_LUMO   1.0 eV
Gap between HOMO and LUMO   9.031 eV

---

> Which value of 2S+1 does entry 3 give?

1

---

Please write out number 6 again, unchanged.
# C5H7N

A single C5H7N molecule (ωB97M-V/def2-TZVPD, OMol25).

Positions of all 13 atoms, in Å:
N (0.7183, 1.3474, -0.6965)
C (-0.4632, 1.2627, -1.0140)
C (-1.3069, 0.1613, -0.4052)
C (-0.6799, -0.5743, 0.7484)
C (1.9615, 1.4520, -0.4589)
C (-0.4045, -1.8742, 0.7571)
H (-1.5321, -0.5310, -1.2267)
H (-2.2688, 0.6026, -0.1196)
H (-0.4177, 0.0336, 1.6153)
H (2.3056, 2.0866, 0.3503)
H (2.6665, 0.8995, -1.0709)
H (-0.6388, -2.5120, -0.0937)
H (0.0600, -2.3542, 1.6145)

Output
2S+1   1
HOMO   -7.996 eV
Energy relative to the best compared isomer or geometry (same formula, charge and spin)   304.1 kJ/mol
Maximum force   0.011 Eh/bohr
E_LUMO   1.0 eV
Gap between HOMO and LUMO   9.031 eV

---

What did the third record say?
# C5H7NO

A molecular structure, C5H7NO (ωB97M-V/def2-TZVPD, OMol25).

Positions of all 14 atoms, in Å:
C (0.6918, 0.8639, 1.4083)
N (-0.0166, 0.2169, 0.3185)
C (-0.8264, 0.8041, -0.5846)
C (-1.1195, -0.2467, -1.5653)
C (-0.4839, -1.4898, -1.2225)
C (0.1539, -1.1060, -0.0683)
O (0.9851, -1.8155, 0.7372)
H (1.7711, 0.8246, 1.2373)
H (0.4677, 0.3458, 2.3431)
H (0.3696, 1.9044, 1.4829)
H (-1.1939, 1.8174, -0.4852)
H (-1.8776, -0.0892, -2.3313)
H (-0.2561, 0.6352, -1.8354)
H (1.0323, -2.6845, 0.3114)

Output
2S+1   1
HOMO   -7.587 eV
Energy relative to the best compared isomer or geometry (same formula, charge and spin)   411.9 kJ/mol
Maximum force   0.009 Eh/bohr
E_LUMO   0.7 eV
Gap between HOMO and LUMO   8.247 eV